[1]
{
  "formula": "C24H72N12O4P4",
  "method": "ωB97M-V/def2-TZVPD",
  "e_tot_ha": -3281.05478,
  "charge": 0,
  "smiles": "CN(C)P(=O)(N(C)C)N(C)C.CN(C)P(=O)(N(C)C)N(C)C.CN(C)P(=O)(N(C)C)N(C)C.CN(C)P(=O)(N(C)C)N(C)C",
  "de_lowest_kcal_mol": 149.0,
  "lumo_energy_ev": 0.62,
  "homo_ev": -8.0,
  "elements": ["C", "N", "C", "P", "O", "N", "C", "C", "N", "C", "C", "H", "H", "H", "H", "H", "H", "H", "H", "H", "H", "H", "H", "H", "H", "H", "H", "H", "H", "C", "N", "C", "P", "O", "N", "C", "C", "N", "C", "C", "H", "H", "H", "H", "H", "H", "H", "H", "H", "H", "H", "H", "H", "H", "H", "H", "H", "H", "C", "N", "C", "P", "O", "N", "C", "C", "N", "C", "C", "H", "H", "H", "H", "H", "H", "H", "H", "H", "H", "H", "H", "H", "H", "H", "H", "H", "H", "C", "N", "C", "P", "O", "N", "C", "C", "N", "C", "C", "H", "H", "H", "H", "H", "H", "H", "H", "H", "H", "H", "H", "H", "H", "H", "H", "H", "H"],
  "positions_angstrom": [[-3.20883, 10.15849, -15.81754], [-2.80653, 8.85727, -15.45421], [-2.64425, 7.88026, -16.55777], [-3.17155, 8.31499, -13.86272], [-4.63395, 7.91229, -13.71801], [-1.90113, 7.23746, -13.46019], [-1.95832, 6.61558, -12.14212], [-0.52289, 7.30556, -14.02686], [-2.72768, 9.63935, -12.82416], [-3.67766, 9.95636, -11.86379], [-1.38015, 10.20246, -12.88980], [-4.28944, 10.27066, -15.90579], [-2.79053, 10.57155, -16.73542], [-2.92763, 10.91637, -15.08635], [-3.63411, 7.67292, -16.96431], [-2.20382, 6.96691, -16.15787], [-2.15433, 8.39401, -17.38490], [-1.66076, 5.56920, -12.21034], [-1.33483, 7.23224, -11.49474], [-2.96957, 6.78729, -11.77337], [0.07409, 7.92140, -13.35420], [-0.04232, 6.34148, -14.19326], [-0.56756, 7.77540, -15.00938], [-3.18485, 9.66953, -10.93483], [-4.04324, 10.97539, -11.99045], [-4.63455, 9.44379, -11.96249], [-1.46370, 11.28418, -12.78492], [-0.84465, 9.96811, -13.80981], [-0.93902, 9.70703, -12.02490], [-5.53308, -6.69374, 8.60173], [-6.03941, -6.09625, 7.40691], [-7.33898, -6.63502, 7.21606], [-4.89301, -5.90355, 5.98091], [-4.33503, -7.07286, 5.25723], [-5.78097, -4.98175, 4.89028], [-6.64494, -3.87237, 5.27287], [-5.64465, -5.04643, 3.43725], [-3.67872, -4.85584, 6.71277], [-2.39003, -5.01360, 6.07961], [-3.86623, -3.65980, 7.59762], [-5.04616, -7.63954, 8.36407], [-6.32251, -6.99128, 9.29192], [-4.89919, -5.92958, 9.05156], [-7.34112, -7.60102, 6.71114], [-7.92576, -5.94068, 6.61465], [-7.92433, -6.63370, 8.13555], [-6.09069, -2.95882, 5.05764], [-7.58347, -3.78901, 4.72484], [-6.99737, -4.07918, 6.28337], [-4.85512, -5.73315, 3.13204], [-6.47369, -5.63932, 3.05089], [-5.56816, -4.05161, 2.99841], [-2.39365, -5.72377, 5.25272], [-1.95401, -4.13777, 5.59908], [-1.76466, -5.19733, 6.95326], [-3.03755, -3.59824, 8.30301], [-4.77678, -3.79680, 8.18092], [-3.94812, -2.66026, 7.17063], [7.65406, -7.02570, 11.10754], [7.27160, -5.84743, 10.21934], [5.93560, -5.36357, 10.49399], [8.45369, -4.98231, 9.31724], [9.16187, -3.87801, 10.05996], [9.31114, -6.13320, 8.45550], [10.71320, -6.03485, 8.31803], [8.76260, -7.37383, 7.97769], [7.54972, -4.46402, 7.94878], [8.09256, -3.27030, 7.26413], [6.54584, -5.19739, 7.13183], [8.61288, -7.41852, 10.76922], [6.89897, -7.81145, 11.08479], [7.76289, -6.66012, 12.12862], [5.37606, -5.26860, 9.56340], [5.95121, -4.31025, 10.77396], [5.23362, -5.93471, 11.10153], [11.12029, -6.60948, 7.48606], [11.05124, -5.00532, 8.20016], [11.18770, -6.54147, 9.15843], [9.36230, -8.14815, 8.45611], [7.70905, -7.57406, 8.17270], [8.82215, -7.33437, 6.89003], [8.37797, -2.42362, 7.88845], [8.90294, -3.44887, 6.55738], [7.35069, -2.78972, 6.62634], [5.79287, -5.73342, 7.70960], [6.95534, -5.93239, 6.43887], [5.96034, -4.49387, 6.53994], [-2.47825, 2.72047, -1.44303], [-1.26797, 2.41111, -2.31006], [-1.59818, 1.97034, -3.69315], [0.28381, 2.28721, -1.70445], [1.33299, 2.34843, -2.75359], [0.46265, 3.54573, -0.49169], [-0.19372, 3.42194, 0.89363], [0.68266, 4.89515, -1.03876], [0.15559, 0.83608, -0.79021], [-0.65900, -0.38762, -1.28420], [1.25125, 0.36971, -0.02410], [-3.23897, 2.69846, -2.22336], [-2.30213, 3.71168, -1.02520], [-2.68220, 1.99565, -0.65491], [-0.76846, 1.95002, -4.39973], [-2.30733, 2.58765, -4.24463], [-2.00988, 0.96151, -3.72235], [-0.91052, 2.60648, 0.99015], [0.57834, 3.30293, 1.65380], [-0.93648, 4.20582, 1.04177], [0.96927, 5.60262, -0.26066], [1.53647, 4.85550, -1.71518], [-0.17973, 5.31803, -1.55406], [-0.88481, -1.31746, -0.76217], [-1.59334, 0.16504, -1.38246], [-0.40561, -0.58419, -2.32595], [0.99619, -0.36816, 0.73655], [1.58835, 1.29537, 0.44239], [1.99019, -0.01133, -0.72900]]
}

[2]
{
  "formula": "C24H72N6O9",
  "method": "ωB97M-V/def2-TZVPD",
  "e_tot_ha": -1963.13041,
  "charge": 0,
  "smiles": "COC[C@H](C)N.COC[C@H](C)N.COC[C@H](C)N.COC[C@H](C)N.COC[C@H](C)N.COC[C@H](C)N.O.O.O",
  "de_lowest_kcal_mol": 44.9,
  "lumo_energy_ev": 0.43,
  "homo_ev": -9.0,
  "elements": ["C", "O", "C", "C", "C", "N", "H", "H", "H", "H", "H", "H", "H", "H", "H", "H", "H", "C", "O", "C", "C", "C", "N", "H", "H", "H", "H", "H", "H", "H", "H", "H", "H", "H", "C", "O", "C", "C", "C", "N", "H", "H", "H", "H", "H", "H", "H", "H", "H", "H", "H", "C", "O", "C", "C", "C", "N", "H", "H", "H", "H", "H", "H", "H", "H", "H", "H", "H", "C", "O", "C", "C", "C", "N", "H", "H", "H", "H", "H", "H", "H", "H", "H", "H", "H", "C", "O", "C", "C", "C", "N", "H", "H", "H", "H", "H", "H", "H", "H", "H", "H", "H", "O", "H", "H", "O", "H", "H", "O", "H", "H"],
  "positions_angstrom": [[-0.14902, -2.39988, -0.96692], [0.82502, -3.29112, -1.36045], [1.28068, -3.96548, -0.22954], [2.40847, -4.91681, -0.59956], [1.75669, -6.04913, -1.32771], [3.19572, -5.37592, 0.48323], [0.30660, -1.54856, -0.41536], [-0.87044, -2.94352, -0.30267], [-0.71408, -1.93400, -1.80341], [1.55774, -3.29591, 0.55435], [0.43452, -4.53220, 0.22063], [3.10078, -4.37487, -1.26901], [2.44939, -6.74298, -1.78386], [1.10877, -5.60495, -2.13379], [1.08557, -6.64683, -0.77645], [3.58945, -4.64695, 1.04813], [2.63493, -5.94861, 1.09743], [-4.50917, 0.59512, -1.95102], [-3.95283, 0.06317, -3.09261], [-3.48956, 1.06712, -3.91557], [-3.11174, 0.43408, -5.26570], [-1.81704, -0.33545, -5.16432], [-3.16284, 1.58985, -6.28973], [-5.07243, -0.19499, -1.45254], [-5.23304, 1.41900, -2.14216], [-3.78423, 1.00660, -1.21516], [-4.24060, 1.88473, -4.05702], [-2.50646, 1.48478, -3.50589], [-3.86698, -0.32209, -5.57170], [-0.97170, 0.32701, -4.97899], [-1.54996, -0.88902, -6.07263], [-2.01066, -1.09739, -4.32954], [-3.31877, 1.16974, -7.20872], [-2.28331, 2.04144, -6.22725], [1.71580, 0.57166, 2.87865], [0.55677, 1.43208, 3.01025], [0.78697, 2.41321, 4.01374], [-0.34783, 3.44024, 4.01458], [-0.34579, 4.18150, 2.69563], [-0.04814, 4.41470, 5.09298], [1.56763, -0.04238, 1.95311], [1.84109, 0.01273, 3.81467], [2.55828, 1.20841, 2.76956], [0.79064, 1.97427, 5.06151], [1.79068, 2.82536, 3.88566], [-1.26885, 2.87266, 4.14791], [-1.14942, 4.91352, 2.63871], [-0.58444, 3.51727, 1.87173], [0.64753, 4.62422, 2.40037], [0.86349, 4.86311, 4.88883], [0.04371, 3.88410, 5.96041], [3.08262, 4.11359, 0.55262], [3.19077, 2.88803, 1.24216], [4.55516, 2.51747, 1.41409], [5.11197, 1.61570, 0.31650], [4.42682, 0.18517, 0.46436], [6.59119, 1.58550, 0.64252], [2.04049, 4.35570, 0.67864], [3.29421, 4.14148, -0.49454], [3.62038, 4.89212, 1.06593], [5.19293, 3.40023, 1.55049], [4.70429, 1.98164, 2.36640], [4.92280, 1.97205, -0.69172], [4.74445, -0.32877, 1.35825], [4.70209, -0.34111, -0.44305], [3.34499, 0.23475, 0.50886], [6.90171, 0.84506, 1.24253], [7.15920, 1.47210, -0.17282], [-3.24343, -3.49777, 1.36779], [-2.20276, -4.34460, 1.76523], [-2.47297, -5.08480, 2.98246], [-1.50682, -6.24832, 2.97971], [-0.06831, -5.90670, 2.79604], [-1.87898, -7.22584, 2.03055], [-4.12111, -4.10489, 1.26686], [-2.93366, -2.96012, 0.44391], [-3.44765, -2.77181, 2.14816], [-2.37249, -4.46750, 3.89226], [-3.53682, -5.47544, 3.00978], [-1.65056, -6.68240, 3.97267], [0.25870, -5.17216, 3.54716], [0.11800, -5.55055, 1.78043], [0.46218, -6.82738, 2.86172], [-2.78012, -7.59726, 2.19457], [-1.72538, -6.84043, 1.12438], [-1.99452, 0.63365, 1.30003], [-1.82089, 1.85894, 0.61939], [-1.13690, 1.64241, -0.64035], [-0.00802, 2.65670, -0.75265], [-0.63312, 4.08365, -0.82481], [0.77675, 2.40715, -1.91787], [-2.34773, 0.78177, 2.30948], [-1.06256, 0.11722, 1.43903], [-2.73457, 0.04936, 0.73826], [-0.74799, 0.58861, -0.70943], [-1.83757, 1.76199, -1.44483], [0.58020, 2.46569, 0.15385], [-1.19995, 4.19835, 0.08577], [-1.33479, 4.12901, -1.70004], [0.22807, 4.76538, -0.90505], [1.42893, 1.65150, -1.68332], [0.18335, 2.12115, -2.70710], [-4.59111, 3.31659, -0.04377], [-4.67612, 4.24108, 0.14650], [-3.67745, 3.07209, 0.21208], [1.63040, 4.95408, -3.59847], [2.31126, 5.54117, -3.89132], [1.90699, 4.45597, -2.80474], [-0.83096, 3.26301, -4.98198], [0.04474, 3.59997, -4.79250], [-1.47792, 3.73810, -4.46388]]
}